Below is an isolated molecule of C5H7NO at a distorted geometry, with properties calculated with wB97M-V/def2-TZVPD.

Properties
LUMO level ... 0.1 eV
ΔE to the lowest compared entry with this formula, charge and spin ... 267.00 kJ/mol
Orbital gap ... 7.4 eV
Energy ... -8833.4356 eV
Maximum force ... 0.0397 Eh/bohr

Last column: Mulliken charge in e.
Element x y z (Å)
C (1.586, 1.256, 0.253)  -1.19
C (0.380, 0.208, 0.018)  0.84
C (-0.468, -0.389, 1.071)  -0.45
N (-1.464, -1.022, 0.516)  0.03
C (-1.504, -0.871, -0.981)  0.18
O (-2.409, -1.425, -1.596)  -0.70
C (-0.397, -0.057, -1.228)  -0.77
H (2.591, 0.775, 0.300)  0.32
H (1.500, 1.826, 1.180)  0.31
H (1.620, 1.904, -0.617)  0.31
H (-0.209, -0.525, 2.112)  0.41
H (-2.187, -1.569, 0.981)  0.23
H (-0.254, 0.377, -2.206)  0.38
H (1.213, -0.488, 0.197)  0.08



Below is an isolated molecule of C5H7NO at a distorted geometry, with properties calculated with wB97M-V/def2-TZVPD.

Properties
LUMO level ... 0.0 eV
ΔE to the lowest compared entry with this formula, charge and spin ... 525.75 kJ/mol
Orbital gap ... 9.1 eV
Energy ... -8830.7539 eV
Maximum force ... 0.0231 Eh/bohr

Last column: Mulliken charge in e.
Element x y z (Å)
O (-1.799, 0.666, 1.886)  -0.46
C (-1.534, -0.091, 0.988)  -0.31
C (-0.480, 0.201, -0.042)  1.04
C (-0.725, -0.058, -1.425)  -0.72
N (1.709, 0.243, -0.422)  -0.50
C (0.788, -0.888, -0.198)  -0.66
C (0.711, 1.136, 0.247)  -0.60
H (-2.069, -1.058, 0.833)  0.31
H (-1.487, -0.858, -1.472)  0.24
H (1.610, 0.431, -1.405)  0.41
H (0.771, -1.722, -0.918)  0.34
H (0.917, -1.319, 0.819)  0.33
H (0.946, 1.194, 1.315)  0.26
H (0.640, 2.124, -0.206)  0.33



Below is C5H7NO as an isolated structure at a distorted geometry, with properties calculated with wB97M-V/def2-TZVPD.

Properties
LUMO level ... -0.2 eV
ΔE to the lowest compared entry with this formula, charge and spin ... 405.48 kJ/mol
Orbital gap ... 9.6 eV
Energy ... -8832.0003 eV
Maximum force ... 0.0987 Eh/bohr

Last column: Mulliken charge in e.
Element x y z (Å)
C (0.633, -0.924, -0.838)  -0.62
C (-0.040, 0.299, -1.242)  -0.61
C (-0.726, 1.183, 0.364)  -1.29
C (0.764, -0.393, 0.707)  0.72
C (-0.123, -1.224, 1.508)  0.20
O (1.817, 0.091, 1.099)  -0.57
N (-0.800, -1.881, 2.167)  -0.39
H (0.025, -1.821, -0.898)  0.38
H (1.650, -1.034, -1.202)  0.31
H (0.612, 1.107, -1.557)  0.31
H (-0.977, 0.191, -1.776)  0.35
H (-1.769, 0.891, 0.255)  0.39
H (-0.538, 1.332, 1.425)  0.45
H (-0.527, 2.183, -0.013)  0.38



Below is an isolated molecule of C5H7NO, with properties calculated with wB97M-V/def2-TZVPD.

Properties
LUMO level ... 1.1 eV
ΔE to the lowest compared entry with this formula, charge and spin ... 77.77 kJ/mol
Orbital gap ... 8.8 eV
Energy ... -8835.3968 eV
Structure (SMILES) ... Cc1cc(N)co1
Maximum force ... 0.0058 Eh/bohr

Last column: Mulliken charge in e.
Element x y z (Å)
C (-2.083, -0.446, 1.143)  -1.08
C (-0.720, -0.103, 0.651)  0.32
C (-0.277, 0.687, -0.363)  -0.63
C (1.073, 0.274, -0.636)  0.85
N (1.828, 0.664, -1.747)  -0.54
C (1.363, -0.679, 0.287)  -0.63
O (0.271, -0.916, 1.079)  -0.37
H (-2.294, -1.467, 0.802)  0.26
H (-2.832, 0.215, 0.702)  0.31
H (-2.181, -0.435, 2.233)  0.29
H (-0.848, 1.436, -0.900)  0.34
H (1.666, 1.614, -2.047)  0.24
H (2.817, 0.471, -1.666)  0.23
H (2.217, -1.315, 0.461)  0.41



Below is a 2-piece molecular cluster, C5H7NO overall at a distorted geometry, with properties calculated with wB97M-V/def2-TZVPD.

Properties
LUMO level ... 0.3 eV
ΔE to the lowest compared entry with this formula, charge and spin ... 242.53 kJ/mol
Orbital gap ... 9.7 eV
Energy ... -8833.6892 eV
Maximum force ... 0.0668 Eh/bohr

Last column: Mulliken charge in e.
Element x y z (Å)
C (-1.634, 0.741, -0.302)  -1.25
C (-0.334, 0.244, 0.192)  0.71
C (0.881, 1.036, 0.173)  -0.38
N (2.022, 0.341, 0.042)  -0.65
C (1.663, -1.021, -0.093)  0.41
O (2.435, -1.931, -0.288)  -0.55
C (0.144, -1.165, 0.010)  -0.50
H (-1.723, 0.535, -1.374)  0.31
H (-1.780, 1.812, -0.156)  0.38
H (-2.450, 0.204, 0.183)  0.33
H (0.898, 2.127, 0.196)  0.43
H (0.242, 0.552, 1.505)  0.21
H (-0.121, -1.855, 0.816)  0.27
H (-0.243, -1.620, -0.904)  0.28



Below is an isolated molecule of C5H7NO, with properties calculated with wB97M-V/def2-TZVPD.

Properties
LUMO level ... 0.8 eV
ΔE to the lowest compared entry with this formula, charge and spin ... 267.25 kJ/mol
Orbital gap ... 10.3 eV
Energy ... -8833.4330 eV
Structure (SMILES) ... O=C[C@H]1[C@H]2CCN21
Maximum force ... 0.0124 Eh/bohr

Last column: Mulliken charge in e.
Element x y z (Å)
O (0.703, 0.196, 2.138)  -0.50
C (0.482, -0.865, 1.598)  -0.12
C (0.357, -1.146, 0.131)  0.19
C (-0.640, -0.534, -0.795)  -0.19
C (-0.958, 0.914, -0.477)  -0.62
C (0.571, 1.137, -0.523)  -0.36
N (0.811, -0.282, -0.967)  -0.55
H (0.349, -1.778, 2.218)  0.34
H (0.550, -2.196, -0.087)  0.35
H (-1.196, -1.170, -1.483)  0.35
H (-1.534, 1.120, 0.434)  0.24
H (-1.443, 1.399, -1.325)  0.30
H (1.041, 1.358, 0.420)  0.28
H (0.907, 1.845, -1.283)  0.30



Below is an isolated molecule of C5H7NO, with properties calculated with wB97M-V/def2-TZVPD.

Properties
LUMO level (alpha / beta) ... 0.5 / 0.5 eV
ΔE to the lowest compared entry with this formula, charge and spin ... 578.90 kJ/mol
Orbital gap (alpha / beta) ... 8.0 / 7.8 eV
Energy ... -8830.2029 eV
Maximum force ... 0.0099 Eh/bohr

Last column: Mulliken charge in e.
Element x y z (Å)
C (0.260, 0.538, 1.909)  -1.25
C (-0.054, -0.118, 0.597)  1.19
N (-1.243, -1.041, 0.477)  -0.36
C (-0.003, -1.623, 0.328)  -0.40
C (0.254, 0.413, -2.033)  -0.30
C (0.088, 0.517, -0.614)  -0.30
O (0.673, 1.582, -1.166)  -0.47
H (1.322, 0.800, 1.952)  0.29
H (0.035, -0.160, 2.716)  0.35
H (-0.332, 1.448, 2.042)  0.31
H (-1.811, -0.863, -0.370)  0.23
H (0.266, -1.990, -0.675)  0.19
H (-0.591, 0.551, -2.706)  0.25
H (1.137, -0.056, -2.457)  0.26



Below is an isolated molecule of C5H7NO at a distorted geometry, with properties calculated with wB97M-V/def2-TZVPD.

Properties
LUMO level ... 0.9 eV
ΔE to the lowest compared entry with this formula, charge and spin ... 471.61 kJ/mol
Orbital gap ... 9.3 eV
Energy ... -8831.3149 eV
Maximum force ... 0.0732 Eh/bohr

Last column: Mulliken charge in e.
Element x y z (Å)
C (1.225, -0.151, -1.261)  -0.80
C (0.047, -0.736, -1.341)  -0.05
C (-0.770, -1.238, -0.220)  -0.43
O (-0.206, -0.966, 1.046)  -0.37
C (-0.594, 0.260, 1.424)  -0.24
N (-0.105, 1.382, 1.518)  0.02
C (0.815, 2.209, 1.615)  -0.34
H (1.707, -0.053, -0.300)  0.28
H (1.763, 0.173, -2.142)  0.27
H (-0.389, -0.881, -2.317)  0.32
H (-0.762, -2.321, -0.217)  0.31
H (-1.810, -0.877, -0.290)  0.35
H (-1.590, 0.378, 1.771)  0.48
H (0.670, 2.822, 0.714)  0.21



Below is C5H7NO as an isolated structure at a distorted geometry, with properties calculated with wB97M-V/def2-TZVPD.

Properties
LUMO level ... 0.8 eV
ΔE to the lowest compared entry with this formula, charge and spin ... 462.97 kJ/mol
Orbital gap ... 9.5 eV
Energy ... -8831.4045 eV
Maximum force ... 0.1166 Eh/bohr

Last column: Mulliken charge in e.
Element x y z (Å)
O (2.287, 0.077, 0.417)  -0.53
C (1.241, 0.394, -0.431)  -0.13
C (0.129, -0.612, -0.679)  -0.19
C (-0.474, -0.556, 0.672)  -0.36
C (-1.796, -0.208, 0.158)  -0.37
N (-0.899, 0.525, -0.811)  -0.60
C (0.044, 0.949, 0.322)  -0.37
H (2.828, -0.614, 0.036)  0.31
H (1.559, 0.977, -1.302)  0.44
H (0.084, -1.470, -1.349)  0.49
H (-0.090, -0.795, 1.719)  0.36
H (-2.362, -1.018, -0.310)  0.26
H (-2.464, 0.444, 0.726)  0.24
H (-0.087, 1.907, 0.832)  0.44



Below is C5H7NO as an isolated structure at a distorted geometry, with properties calculated with wB97M-V/def2-TZVPD.

Properties
LUMO level (alpha / beta) ... -0.1 / 0.0 eV
ΔE to the lowest compared entry with this formula, charge and spin ... 771.30 kJ/mol
Orbital gap (alpha / beta) ... 7.7 / 8.7 eV
Energy ... -8828.2088 eV
Maximum force ... 0.0238 Eh/bohr

Last column: Mulliken charge in e.
Element x y z (Å)
C (-1.135, -0.987, 0.124)  -0.49
C (-1.108, 0.364, -0.588)  -0.04
O (-0.790, 1.398, 0.353)  -0.44
C (0.657, 1.169, 0.243)  0.19
C (1.010, -0.064, 1.038)  -0.55
N (0.347, -0.951, 0.178)  -0.27
C (0.381, 0.124, -0.875)  -0.63
H (-1.647, -1.098, 1.080)  0.31
H (-1.353, -1.823, -0.547)  0.26
H (-1.835, 0.660, -1.344)  0.41
H (1.177, 2.128, 0.342)  0.44
H (2.546, -0.676, -0.338)  0.08
H (0.851, -0.132, 2.136)  0.27
H (0.899, -0.112, -1.802)  0.46



Below is an isolated molecule of C5H7NO at a distorted geometry, with properties calculated with wB97M-V/def2-TZVPD.

Properties
LUMO level ... 0.9 eV
ΔE to the lowest compared entry with this formula, charge and spin ... 264.37 kJ/mol
Orbital gap ... 9.0 eV
Energy ... -8833.4628 eV
Structure (SMILES) ... Cc1cocc1N
Maximum force ... 0.0665 Eh/bohr

Last column: Mulliken charge in e.
Element x y z (Å)
C (-1.765, 0.132, 0.598)  -0.98
C (-0.374, -0.269, 0.239)  0.56
C (-0.374, -1.459, -0.449)  -0.61
O (0.759, -1.607, -1.157)  -0.32
C (1.521, -0.526, -0.848)  -0.70
C (0.911, 0.303, 0.049)  0.50
N (1.398, 1.469, 0.647)  -0.56
H (-2.116, 0.295, 1.651)  0.26
H (-2.122, -0.643, -0.233)  0.26
H (-2.216, 0.955, 0.063)  0.31
H (-0.831, -2.390, -0.115)  0.36
H (2.435, -0.415, -1.399)  0.42
H (0.654, 2.135, 0.809)  0.25
H (2.143, 1.902, 0.118)  0.24



Below is a 2-piece molecular cluster, C5H7NO overall at a distorted geometry, with properties calculated with wB97M-V/def2-TZVPD.

Properties
LUMO level ... 0.6 eV
ΔE to the lowest compared entry with this formula, charge and spin ... 158.59 kJ/mol
Orbital gap ... 10.0 eV
Energy ... -8834.5592 eV
Maximum force ... 0.0272 Eh/bohr

Last column: Mulliken charge in e.
Element x y z (Å)
C (-2.067, 0.577, 0.126)  -1.07
C (-0.639, 0.437, -0.298)  -0.12
C (0.410, 0.944, 0.359)  -0.37
C (1.786, 0.485, 0.109)  -0.07
N (2.010, -0.560, -0.588)  -0.55
C (0.239, -2.335, 0.227)  0.14
O (0.177, -2.999, -0.694)  -0.18
H (-2.663, 1.178, -0.570)  0.29
H (-2.140, 1.013, 1.127)  0.33
H (-2.523, -0.421, 0.158)  0.26
H (-0.437, -0.189, -1.166)  0.49
H (0.260, 1.634, 1.188)  0.28
H (2.586, 1.035, 0.620)  0.36
H (3.001, -0.800, -0.599)  0.20